Record 1
# C15H11Cl4NO4S

2 unconnected molecules or ions with the total composition C15H11Cl4NO4S at a distorted geometry (wB97M-V/def2-TZVPD, OMol25).

Structure (XYZ):
```
36
Properties=species:S:1:pos:R:3:forces:R:3
Cl -0.65082 -3.40412 -0.05782 0.3 0.0 0.4
C 0.70344 -2.93508 0.89005 1.8 -0.3 -1.5
C 1.95070 -2.80636 0.30575 -1.6 0.0 0.1
Cl 2.14711 -2.78902 -1.39527 0.1 -0.2 0.1
C 3.18331 -2.72915 1.10598 2.0 0.1 -0.1
O 4.31392 -2.79751 0.63492 -2.2 0.1 0.7
C 3.00260 -2.59887 2.65105 2.0 0.3 0.4
O 3.98235 -2.42565 3.36889 -1.8 -0.4 -1.4
C 1.63209 -2.68331 3.15318 -1.7 -0.2 -0.5
Cl 1.46374 -2.63190 4.84437 -0.1 0.1 0.1
C 0.54026 -2.82446 2.31640 1.3 0.0 2.0
Cl -1.02842 -2.92844 2.98753 0.1 0.0 -0.1
C -1.14082 -1.43904 -2.41804 -0.4 -0.3 -0.4
S -1.76064 0.22179 -2.76466 -0.4 0.1 0.7
C -3.50781 -0.14256 -3.21949 0.6 0.2 -0.2
C -1.96037 0.87909 -1.20414 -1.4 0.1 -0.2
C -1.10210 1.81245 -0.60510 1.1 0.5 0.6
C -1.44292 2.47540 0.63894 0.3 -0.4 -0.5
C -0.51496 3.23494 1.32675 0.5 -0.2 -0.3
C 0.80737 3.35546 0.82961 -1.0 -0.4 -0.8
N 1.75986 4.09736 1.58834 1.3 1.3 1.0
O 2.91962 4.23391 1.13419 -1.9 -0.3 0.7
O 1.39085 4.60077 2.67825 0.7 -0.9 -1.8
C 1.14521 2.79977 -0.43253 -0.1 0.3 0.7
C 0.21312 2.05678 -1.13243 -0.2 0.2 0.7
H -0.08956 -1.38104 -2.11057 -0.4 0.2 -0.2
H -1.73564 -1.81054 -1.58083 0.1 0.1 -0.3
H -1.25391 -2.08213 -3.29915 0.1 0.1 0.1
H -3.91478 0.80790 -3.58387 0.1 -0.3 0.1
H -3.53488 -0.89293 -4.01966 0.1 0.2 0.2
H -4.05933 -0.48076 -2.33668 0.2 0.0 -0.2
H -2.92582 0.61752 -0.75493 0.5 0.1 -0.1
H -2.43670 2.31449 1.07003 0.3 0.1 -0.2
H -0.75875 3.73537 2.26794 0.1 -0.3 -0.4
H 2.15585 2.96333 -0.81325 -0.4 -0.1 0.1
H 0.50684 1.57655 -2.06375 0.0 0.1 0.1
```
Forces are in eV/Å.

Calculated values
net charge	0
lowest unoccupied orbital energy	-2.77	eV
highest occupied orbital energy	-7.11	eV
energy above the lowest of the compared OMol25 structures with the same formula, charge and spin	59.6	kJ/mol
calculated total energy	-3172.6400	Ha
molar mass	443.13	Da



Record 2
# C15H11ClN4O2

C15H11ClN4O2 in the gas phase (wB97M-V/def2-TZVPD, OMol25).

Structure (XYZ):
```
33
Properties=species:S:1:pos:R:3:forces:R:3
C 1.00348 2.76175 -1.94784 -0.1 0.0 -0.1
C 0.90087 1.91047 -0.72990 -0.1 0.3 0.0
N 0.77172 2.45636 0.41772 0.0 0.6 -0.3
C 0.69802 1.66995 1.53586 0.0 -0.8 0.2
C 0.49347 2.27084 2.78227 0.0 -0.1 0.0
C 0.43224 1.49437 3.91651 0.0 0.1 -0.1
C 0.57728 0.10874 3.84220 0.0 -0.2 0.0
C 0.78202 -0.49988 2.62559 0.0 0.0 0.0
C 0.83956 0.27276 1.46312 -0.1 0.4 0.3
C 1.04276 -0.35966 0.17136 0.3 -0.3 -0.1
O 1.22348 -1.54284 -0.03202 0.1 0.1 0.2
N 0.99274 0.54243 -0.90425 0.0 -0.4 -0.1
N 1.07248 0.03177 -2.19044 0.7 0.6 -0.1
C 0.31192 -0.98752 -2.69307 -0.4 0.1 0.1
O 0.58503 -1.47285 -3.76571 0.1 -0.1 0.0
C -0.82766 -1.45335 -1.85203 -0.5 -0.2 0.0
C -0.91232 -2.81444 -1.56805 -0.2 0.2 0.0
C -1.92329 -3.28215 -0.74688 0.1 0.1 -0.1
C -2.82504 -2.36442 -0.23210 0.1 -0.2 0.0
N -2.78751 -1.07875 -0.53392 -0.2 0.4 0.0
C -1.83239 -0.64376 -1.32383 0.1 -0.5 0.0
Cl -1.93186 1.03184 -1.71818 -0.1 0.4 -0.2
H -3.62080 -2.65548 0.43931 0.0 -0.1 0.0
H -2.00173 -4.32941 -0.50501 0.0 -0.1 0.0
H -0.16698 -3.47664 -1.98010 0.1 -0.1 0.0
H 1.92149 0.23016 -2.71077 -0.1 -0.1 0.2
H 0.89660 -1.56959 2.53603 0.0 -0.1 0.0
H 0.52777 -0.48462 4.74250 0.0 -0.1 0.1
H 0.27151 1.96064 4.87734 0.0 0.1 0.1
H 0.38497 3.34275 2.82233 0.0 0.1 0.0
H 0.29604 2.43588 -2.70687 0.0 0.0 -0.1
H 0.79491 3.78889 -1.66721 0.0 0.0 0.1
H 2.00920 2.70576 -2.36395 0.1 0.0 -0.1
```
Forces are in eV/Å.

Calculated values
net charge	0
lowest unoccupied orbital energy	0.26	eV
highest occupied orbital energy	-8.89	eV
energy above the lowest of the compared OMol25 structures with the same formula, charge and spin	0.0	kJ/mol
SMILES	Cc1nc2ccccc2c(=O)n1NC(=O)c1cccnc1Cl
calculated total energy	-1407.9392	Ha
molar mass	314.73	Da



Record 3
# C15H11F3GaN3S

A molecular structure, C15H11F3GaN3S (wB97M-V/def2-TZVPD, OMol25).

Structure (XYZ):
```
34
Properties=species:S:1:pos:R:3:forces:R:3
Ga -1.18791 -0.46250 -0.78468 0.8 -0.1 0.5
N -2.93551 -0.26045 0.41471 0.5 -0.1 -0.7
C -2.47180 0.33780 1.66588 0.0 0.1 0.4
C -3.22746 0.36018 2.80590 -0.1 -0.1 -0.2
C -2.71875 0.93845 3.98464 0.1 0.1 0.1
C -1.46767 1.48989 4.01040 -0.1 0.0 0.0
C -0.66224 1.47559 2.84836 -0.1 -0.1 -0.1
C 0.64835 1.99443 2.79501 0.1 0.0 -0.1
C 1.36633 1.93894 1.62284 0.0 0.1 0.1
C 0.79057 1.34937 0.50115 0.0 0.0 0.0
N -0.43636 0.84010 0.52896 0.0 -0.4 -0.6
C -1.17697 0.89064 1.67088 -0.1 0.1 0.2
H -3.68034 0.29802 -0.00229 0.0 0.1 0.0
H -3.34389 -1.17571 0.59920 0.0 -0.1 -0.1
H -4.22636 -0.06058 2.81558 0.0 0.0 0.0
H -3.33238 0.94208 4.87458 0.0 0.0 0.0
H -1.07927 1.94619 4.91145 0.0 0.0 0.0
H 1.08581 2.42889 3.68536 0.0 0.0 0.0
H 2.37250 2.32635 1.55760 0.0 0.0 0.0
H 1.32806 1.28534 -0.43617 0.0 -0.1 0.0
F 2.92391 -2.99666 -0.98550 0.0 -0.1 -0.2
C 2.58281 -3.12782 -2.28427 0.0 0.0 0.2
F 3.68133 -3.36078 -2.98460 0.0 0.0 0.0
F 1.76998 -4.18613 -2.38448 0.1 0.1 0.0
C 1.88963 -1.85655 -2.73841 -0.1 0.0 0.2
C 2.48500 -0.98410 -3.63370 -0.1 -0.1 0.1
C 1.85946 0.22040 -3.94701 0.0 0.0 0.0
C 0.69007 0.54554 -3.29911 0.1 0.3 -0.1
N 0.12922 -0.28682 -2.40970 -0.7 -0.3 0.6
C 0.67472 -1.49812 -2.15034 0.4 0.0 -0.4
S -0.24678 -2.49252 -1.03817 -0.5 0.5 0.3
H 3.43896 -1.24544 -4.07354 0.0 0.0 0.0
H 2.29394 0.90136 -4.66366 0.0 0.0 0.0
H 0.18303 1.48461 -3.47684 0.0 0.0 0.0
```
Forces are in eV/Å.

Calculated values
net charge	+2
lowest unoccupied orbital energy	-7.79	eV
highest occupied orbital energy	-15.75	eV
energy above the lowest of the compared OMol25 structures with the same formula, charge and spin	46.0	kJ/mol
calculated total energy	-3364.5743	Ha
molar mass	392.06	Da



Record 4
# C15H11F3N4O5S

C15H11F3N4O5S in the gas phase at a distorted geometry (wB97M-V/def2-TZVPD, OMol25).

Structure (XYZ):
```
39
Properties=species:S:1:pos:R:3:forces:R:3
O 1.29287 3.56863 -1.03675 -1.5 -1.5 0.8
O -1.16401 3.85496 -0.83359 1.1 -1.3 1.1
F 1.35899 0.76283 6.00884 0.1 1.3 0.7
F 1.22526 2.30099 7.66662 -0.2 -0.6 -2.7
F 2.76533 2.43031 6.15015 -0.5 -0.2 -0.1
N -2.44833 -3.03531 -2.51766 0.5 0.1 0.1
N -2.35361 -4.30624 -3.07695 1.1 0.3 0.6
N -1.88018 -0.37301 -1.44346 0.4 -0.8 0.0
O -0.38708 -3.35178 -3.19432 0.8 0.1 0.8
O 0.60158 2.87014 5.51859 0.9 -0.8 1.8
O -1.03078 -6.92936 -3.40556 0.5 1.0 -0.5
C -1.26699 -2.48273 -2.56063 -2.2 -1.5 -0.5
C -1.10191 -4.49057 -3.38625 -1.9 0.8 -0.6
C -1.61280 0.85568 -0.96610 0.6 -1.6 -0.3
C -0.93232 -1.15014 -2.04510 0.4 1.9 -0.1
C -0.61221 3.43960 3.52593 1.2 -0.3 0.4
C 1.48357 2.21800 3.30092 -0.1 0.6 0.4
C 0.65887 0.64194 -1.82390 -0.9 1.7 0.9
C -0.72705 3.47222 2.13995 0.6 -0.5 0.0
C 1.34229 2.24559 1.90391 0.1 -0.4 0.1
C 0.51748 2.82214 4.13370 0.0 -0.5 -1.3
C 0.35038 -0.61104 -2.31891 1.0 -0.6 -0.5
C -0.32609 1.36188 -1.11214 1.3 0.3 -0.6
C 0.22772 2.84159 1.31265 -0.7 0.7 0.0
N 1.33865 -1.23687 -3.06759 -0.3 -0.5 -0.1
C 1.49071 2.07371 6.32982 -0.9 0.8 -0.6
C -0.63282 -5.73497 -4.10623 0.5 -0.1 0.6
S 0.01716 3.04561 -0.51252 0.8 1.5 -0.7
H -1.91531 -6.77244 -3.06136 -0.2 0.0 0.0
H -2.37879 1.37638 -0.39464 0.0 -0.1 -0.4
H -1.33134 3.96692 4.13186 -0.1 -0.1 0.2
H 2.41044 1.83278 3.73899 -0.5 -0.1 -0.2
H 1.63081 1.09411 -2.06228 -0.5 -0.1 0.3
H -1.54976 4.02228 1.71160 -0.1 -0.1 -0.2
H 2.12908 1.75163 1.31721 -0.4 0.4 0.1
H 1.12974 -2.16660 -3.45208 0.7 1.0 0.3
H 2.25914 -0.78694 -3.20186 -1.2 -0.6 0.2
H 0.46302 -5.71427 -4.18909 -0.3 -0.2 0.1
H -1.04169 -5.70767 -5.12179 -0.1 -0.1 0.1
```
Forces are in eV/Å.

Calculated values
net charge	0
lowest unoccupied orbital energy	-0.77	eV
highest occupied orbital energy	-8.94	eV
SMILES	Nc1cc(S(=O)(=O)c2ccc(OC(F)(F)F)cc2)cnc1-c1nnc(CO)o1
calculated total energy	-1871.1589	Ha
molar mass	416.34	Da